# 1
Computed, not measured: a molecular structure, C33H27F4N7RuSbSi at a distorted geometry, with ωB97M-V/def2-TZVPD.

ORCA input file:
```
! wB97M-V def2-TZVPD RIJCOSX def2/J DEFGRID3
* xyz 2 6
Ru -0.830 -0.115 -0.188
C 1.861 -2.161 -0.437
C 2.221 -0.810 -0.986
C 3.455 -0.606 -1.600
C 3.764 0.634 -2.115
C 2.836 1.666 -2.011
C 1.628 1.418 -1.386
N 1.336 0.196 -0.887
Sb 0.187 3.071 -1.265
C -1.391 1.783 -2.106
C -2.255 2.374 -3.005
C -2.726 1.618 -4.079
C -2.256 0.333 -4.257
C -1.461 -0.255 -3.276
C -0.947 -1.657 -3.410
N -1.091 0.459 -2.198
C 0.013 2.815 0.881
C -0.081 3.919 1.709
C 0.280 3.760 3.045
C 0.822 2.558 3.455
C 0.895 1.486 2.564
C 1.622 0.224 2.931
N 0.421 1.615 1.318
H 2.063 -2.944 -1.169
H 0.815 -2.216 -0.155
H 2.462 -2.389 0.447
H 4.156 -1.429 -1.679
H 4.715 0.801 -2.609
H 3.056 2.647 -2.413
H -2.521 3.418 -2.901
H -3.415 2.056 -4.792
H -2.523 -0.242 -5.136
H -1.740 -2.361 -3.667
H -0.453 -1.977 -2.498
H -0.214 -1.688 -4.220
H -0.397 4.879 1.322
H 0.195 4.588 3.739
H 1.196 2.438 4.465
H 1.373 -0.116 3.939
H 2.695 0.428 2.919
H 1.421 -0.572 2.219
F -2.697 -3.361 6.179
C -2.323 -2.109 6.324
C -2.358 -1.558 7.592
F -2.765 -2.333 8.573
C -1.970 -0.241 7.845
C -1.608 0.516 6.721
C -1.594 -0.029 5.464
F -1.271 0.748 4.429
C -1.902 -1.366 5.216
C -1.763 -1.933 3.896
C -1.360 -1.229 2.734
N -1.070 -0.794 1.712
C -1.970 -3.314 3.625
N -2.083 -4.423 3.316
F -1.283 1.790 6.834
C -1.926 0.308 9.204
C -1.401 1.592 9.481
N -0.949 2.630 9.718
C -2.366 -0.413 10.335
N -2.708 -0.964 11.294
C -4.175 -0.840 -1.782
Si -3.105 -1.244 -0.323
C -4.120 -0.930 1.217
C -2.455 -2.993 -0.389
H -5.174 -1.222 -1.540
H -3.847 -1.322 -2.702
H -4.270 0.233 -1.961
H -5.161 -0.775 0.922
H -3.808 -0.059 1.800
H -4.088 -1.814 1.862
H -3.325 -3.661 -0.458
H -1.921 -3.266 0.520
H -1.818 -3.200 -1.248
*
```

## Properties
LUMO (spin up / spin down): -0.220 / -0.330 Eh
HOMO level (spin up / spin down): -13.2 / -14.5 eV
<S²>: 8.802
Frontier orbital gap (spin up / spin down): 7.219 / 5.496 eV

# 2
Computed, not measured: 2 unconnected molecules or ions with the total composition C28H51FN4O4PS at a distorted geometry, with ωB97M-V/def2-TZVPD.

ORCA input file:
```
! wB97M-V def2-TZVPD RIJCOSX def2/J DEFGRID3
* xyz 1 1
C 0.738 -1.932 -2.679
C 0.820 -1.016 -1.359
P -0.791 -0.163 -1.000
C -2.067 -0.235 -2.348
C -1.573 0.763 -3.505
N -1.363 -0.153 0.621
C -1.030 1.028 1.443
C -1.096 2.375 0.585
C -1.467 3.637 1.468
N -2.934 3.665 1.785
C 0.289 0.897 2.325
C 1.426 1.934 2.015
C 2.231 1.653 0.684
C 2.818 2.993 0.041
O 2.746 2.766 -1.391
C 2.602 4.005 -2.110
C -0.090 1.130 3.856
O -0.783 2.044 4.214
N 0.439 0.262 4.926
C 1.708 0.731 5.421
O 1.877 1.748 5.995
F 2.831 -0.050 5.174
N 0.785 -0.534 2.271
C -0.317 -1.538 2.465
C -1.471 -1.419 1.360
C -1.508 -2.749 0.517
C -2.833 -2.886 -0.379
C -2.556 -3.720 -1.703
S -4.175 -3.889 -2.581
C -2.874 -1.387 2.127
C -3.207 -2.250 3.257
C -4.517 -2.244 3.932
C -5.563 -1.346 3.452
C -5.268 -0.435 2.319
C -3.946 -0.467 1.669
H 0.427 -2.966 -2.389
H 0.126 -1.470 -3.492
H 1.784 -2.031 -3.101
H 1.179 -1.729 -0.549
H 1.688 -0.318 -1.552
H -2.257 -1.235 -2.814
H -3.011 0.238 -1.947
H -0.447 0.712 -3.588
H -1.785 1.833 -3.211
H -2.079 0.557 -4.482
H -1.882 1.150 2.181
H -1.978 2.235 -0.107
H -0.209 2.521 -0.078
H -0.836 3.760 2.385
H -1.263 4.546 0.825
H -3.226 4.626 1.581
H -3.026 3.466 2.783
H 1.105 3.002 2.008
H 2.177 1.849 2.865
H 3.112 0.960 0.823
H 1.504 1.263 -0.076
H 2.118 3.838 0.279
H 3.887 3.176 0.318
H 2.992 4.852 -1.489
H 3.225 3.903 -3.048
H 1.547 4.182 -2.480
H -0.260 0.253 5.677
H 1.161 -0.694 1.322
H 1.583 -0.686 2.913
H -0.693 -1.532 3.516
H 0.163 -2.551 2.312
H -1.612 -3.583 1.279
H -0.571 -2.987 -0.052
H -3.339 -1.907 -0.559
H -3.571 -3.508 0.209
H -1.744 -3.271 -2.326
H -2.257 -4.750 -1.363
H -4.302 -2.822 -3.432
H -2.411 -2.961 3.613
H -4.688 -2.948 4.778
H -6.574 -1.355 3.936
H -6.087 0.241 1.961
H -3.822 0.232 0.808
C 5.470 0.131 -5.001
C 4.818 -0.900 -4.094
C 5.858 -1.653 -3.277
O 4.071 -1.825 -4.883
H 6.147 -0.349 -5.713
H 4.714 0.657 -5.589
H 6.036 0.865 -4.423
H 4.112 -0.404 -3.422
H 6.548 -2.194 -3.931
H 5.377 -2.398 -2.638
H 6.435 -0.973 -2.648
H 4.684 -2.269 -5.481
*
```

## Properties
LUMO: -0.108 Eh
HOMO level: -10.0 eV
Frontier orbital gap: 7.043 eV

# 3
Computed, not measured: 2 unconnected molecules or ions with the total composition C6H10O at a distorted geometry, with ωB97M-V/def2-TZVPD.

ORCA input file:
```
! wB97M-V def2-TZVPD RIJCOSX def2/J DEFGRID3
* xyz 0 1
C 0.859 1.452 0.710
C 1.477 0.618 -0.388
C 1.954 -0.775 -0.092
C 0.734 -0.563 -0.946
C -2.656 -0.285 0.569
C -3.212 -1.074 -0.322
O -3.708 -1.774 -1.113
H 1.626 1.963 1.304
H 0.275 0.821 1.392
H 0.187 2.217 0.301
H 2.076 1.181 -1.102
H 2.863 -1.127 -0.571
H 1.805 -1.154 0.916
H 0.808 -0.768 -2.010
H -2.215 0.651 0.251
H -0.233 -0.801 -0.508
H -2.639 -0.584 1.609
*
```

## Properties
LUMO: 0.032 Eh
HOMO level: -9.4 eV
Structure (SMILES): CC1CC1.C=C=O
Frontier orbital gap: 10.262 eV